No. 1
Here is a structure of composition C6H9N in a non-equilibrium geometry from the OMol25 dataset. Energies are from ωB97M-V/def2-TZVPD.

Structure (ORCA input):
```
! wB97M-V def2-TZVPD RIJCOSX def2/J DEFGRID3
* xyz 0 1
C 2.28879 -0.15092 -0.02506
C 0.98026 0.09605 -0.14344
C -0.00192 1.39895 -0.03913
C -1.30309 0.56291 -0.16252
C -1.09676 -0.43118 0.87195
C -0.07560 -1.09623 -0.03112
H 3.06349 0.56356 -0.47336
H 2.97968 -1.13227 -0.01667
H 0.10886 1.95113 0.80137
H -0.13735 1.88766 -1.10668
H -2.35478 0.99847 -0.36686
H -1.86589 -1.04372 1.35449
H -0.23360 0.12210 1.70270
H 0.23820 -2.17020 0.12172
H -1.70217 -0.97453 -1.42297
N -0.88812 -0.58178 -1.06442
*
```

ΔE to the lowest compared entry with this formula, charge and spin   573.96 kJ/mol
Highest occupied orbital energy   -8.0818 eV

---

No. 2
Here is a cluster of 2 separate species, CH2N2O3Si in total in a non-equilibrium geometry from the OMol25 dataset. Energies are from ωB97M-V/def2-TZVPD.

Structure (ORCA input):
```
! wB97M-V def2-TZVPD RIJCOSX def2/J DEFGRID3
* xyz 0 1
O 1.51192 -0.32113 0.70264
Si 1.66030 1.04534 1.35896
O 0.91241 2.34676 0.82959
H 2.60271 1.64397 2.52854
H 0.34347 2.50823 -0.04699
N -3.24217 -1.12903 -0.78897
C -2.19696 -1.48306 -1.06770
N -1.22249 -2.34682 -1.35637
O -0.36919 -2.26426 -2.15969
*
```

ΔE to the lowest compared entry with this formula, charge and spin   211.94 kJ/mol
Highest occupied orbital energy (alpha / beta)   -10.1266 / -10.1355 eV
SMILES   O=[SiH]O.N#CN=O

---

ΔE to the lowest compared entry with this formula, charge and spin of number 2 (CH2N2O3Si)? 211.94 kJ/mol

---

What is the ΔE to the lowest compared entry with this formula, charge and spin in the first record? 573.96 kJ/mol

---

ΔE to the lowest compared entry with this formula, charge and spin of number 1 (C6H9N)? 573.96 kJ/mol

---

Among the records above, which one has the lowest ΔE to the lowest compared entry with this formula, charge and spin? CH2N2O3Si